Formula: C57H47CdN5O3PSbSe4
Source: the OMol25 dataset
Level of theory: ωB97M-V/def2-TZVPD

Values from the calculation:
- Total energy: -355245.2516 eV
- HOMO-LUMO gap: 5.069 eV
- Net charge: -2
- Relative energy (zero: lowest compared OMol25 entry of this formula, charge and spin): 0.0000 eV

The geometry in XYZ format:
```
119
Properties=species:S:1:pos:R:3:forces:R:3
Cd -2.8555 3.1297 -0.0017 -0.175 -0.097 0.704
O 1.6841 -1.9094 -0.3075 0.120 -0.903 -0.170
C 2.7016 -1.8687 -1.3510 0.227 2.433 0.728
C 2.1148 -0.9939 -2.4853 0.212 0.007 -0.316
C 1.7530 0.4824 -2.2822 -0.788 -1.057 -0.388
C 2.7136 1.4490 -2.1647 -0.499 0.711 0.233
C 2.3102 2.7712 -2.1840 0.601 1.123 -0.030
C 0.9850 3.0862 -2.3804 -0.039 0.322 -0.245
C 0.0897 2.0460 -2.5948 -0.276 -1.283 0.720
C -1.3461 2.2548 -2.9176 -0.900 2.152 0.323
C -2.4486 1.3040 -2.4273 0.491 0.016 0.690
O -2.1435 1.1495 -1.0185 -1.280 -1.127 0.237
C -2.4059 0.0257 -3.2284 1.464 -1.061 -0.060
C -2.0196 -1.2691 -2.7759 -1.314 1.194 0.333
C -1.8952 -2.2936 -3.7066 -0.062 -0.846 0.845
C -2.0700 -2.0676 -5.0679 0.696 -0.583 -0.565
C -2.3570 -0.7929 -5.5065 -0.538 0.981 -0.545
C -2.5205 0.2314 -4.5913 -1.013 0.107 -0.265
C -3.8566 1.9015 -2.5168 -0.661 -0.339 0.206
C -4.1287 3.2063 -2.8848 -0.209 1.156 0.259
C -5.4136 3.7605 -2.7415 -0.343 -0.863 -0.346
C -6.4808 2.9653 -2.3453 0.065 0.371 0.090
C -6.2235 1.6340 -2.0019 -1.270 0.111 -0.333
C -4.9473 1.1041 -2.0922 -0.243 0.115 0.248
N 0.4519 0.7720 -2.4954 1.153 -0.377 -0.053
C 3.8724 -1.0967 -0.6265 0.062 0.383 -0.485
C 5.0600 -0.7831 -1.3247 -0.453 -0.632 0.773
C 6.0967 -0.1499 -0.6430 -0.042 -0.140 -0.091
C 6.0199 0.2494 0.6949 -1.433 -0.264 -0.245
C 4.7956 0.0290 1.3492 0.411 -0.461 -0.827
C 3.7350 -0.6268 0.6944 1.727 -0.496 -1.093
C 3.1446 -3.2654 -1.7360 -0.384 0.308 1.604
C 3.5243 -4.0689 -0.6535 0.827 -0.114 -0.770
C 4.0224 -5.3553 -0.8889 -0.514 0.429 0.677
C 4.0237 -5.8397 -2.1670 -0.066 0.236 -1.625
C 3.5390 -5.0323 -3.2148 -0.022 -2.431 -1.848
C 3.0674 -3.7863 -3.0106 -1.132 1.654 -0.501
H 1.1899 -1.4713 -2.7810 -0.130 -0.144 -0.266
H 2.7964 -0.9978 -3.3493 -0.040 -0.209 0.206
H 3.7182 1.1842 -1.9955 1.051 -0.170 0.026
H 3.0311 3.6066 -2.0644 -0.465 -0.795 0.025
H 0.6720 4.1238 -2.3773 -0.173 -0.083 -0.028
H -1.4380 2.3587 -3.9844 -0.029 0.077 -0.560
H -1.5830 3.2676 -2.5177 0.056 -0.477 -0.201
H -2.0532 -1.4576 -1.6842 0.433 0.017 -0.887
H -1.7160 -3.3181 -3.3069 0.018 0.890 -0.525
H -1.8987 -2.8795 -5.7894 -0.260 0.314 0.379
H -2.5601 -0.4494 -6.5352 0.349 -0.965 0.280
H -2.9152 1.1873 -4.9774 0.486 -0.393 0.313
H -3.3499 3.8982 -3.1960 -0.025 -0.249 0.005
H -5.6313 4.7788 -2.9998 0.332 0.409 -0.033
H -7.4996 3.4106 -2.2845 0.899 -0.508 0.049
H -7.1216 1.0335 -1.7226 1.174 0.182 -0.001
H -4.8402 0.0894 -1.7231 0.380 0.083 -0.313
H 5.2216 -1.1272 -2.3563 -0.156 0.221 0.467
H 6.9979 -0.0302 -1.2012 0.658 0.294 -0.164
H 6.8406 0.7194 1.2287 -0.034 -0.091 -0.247
H 4.7127 0.2872 2.3877 -0.267 0.130 0.319
H 2.8829 -0.9637 1.2051 -0.901 0.190 0.778
H 3.4964 -3.6756 0.3569 0.004 0.056 -0.086
H 4.3351 -5.9693 -0.0547 0.055 -0.030 0.001
H 4.3601 -6.8276 -2.4434 0.108 -0.164 0.309
H 3.3940 -5.4480 -4.2695 0.491 0.322 1.648
H 2.4767 -3.2600 -3.8050 1.010 -0.363 0.787
O 0.4556 -3.3035 -1.5787 0.166 0.311 0.569
C 0.7201 -2.8348 -0.4896 0.006 0.162 -1.057
C 0.0941 -3.3174 0.7466 -0.976 -1.369 -0.111
C -0.3774 -4.6509 0.5800 0.418 0.934 1.293
C -0.9830 -5.3094 1.6382 -0.083 0.860 -0.209
C -1.2066 -4.5873 2.7928 0.022 1.293 1.264
C -0.7973 -3.2292 2.9468 -0.698 -1.672 -0.185
C -0.1305 -2.5908 1.9251 0.339 0.753 -0.756
P 0.2951 -0.7515 2.0208 -0.440 -1.143 0.522
C 1.5946 -0.8589 3.3208 0.235 1.708 0.394
C 2.1163 0.4380 3.6020 -0.255 -0.984 -0.760
C 2.9100 0.6792 4.6928 -0.252 -1.291 1.195
C 3.1501 -0.3640 5.6064 -0.639 -1.101 -1.033
C 2.7005 -1.6829 5.2995 0.762 1.496 0.240
C 1.9680 -1.9131 4.1503 -0.437 0.724 -0.238
C -1.1566 -0.1698 3.0236 0.500 0.765 0.751
C -1.0672 0.8153 4.0209 -0.661 -0.027 -0.616
C -2.2218 1.5049 4.4706 0.921 -0.355 0.345
C -3.4455 1.1105 4.0079 -2.381 -0.049 -1.476
C -3.5580 0.0958 2.9961 0.101 0.904 1.344
C -2.4130 -0.5018 2.5372 -0.127 -0.894 -0.971
H -0.2285 -5.1523 -0.3451 0.126 -0.130 -0.630
H -1.3746 -6.3018 1.5118 0.013 -0.302 0.066
H -1.7481 -5.0122 3.6406 0.126 -0.101 -0.309
H -1.0922 -2.6761 3.8321 0.106 -0.119 -0.010
H 1.8788 1.2701 2.9457 -0.036 -0.206 0.067
H 3.2083 1.6760 4.9065 0.380 0.689 0.170
H 3.6313 -0.1873 6.5478 0.356 0.126 0.230
H 2.9235 -2.5150 5.9558 0.014 0.106 0.117
H 1.5728 -2.8774 3.9393 -0.120 -0.756 -0.058
H -0.0956 1.1592 4.3103 0.315 0.150 0.384
H -2.1602 2.3791 5.1411 0.172 -0.630 -0.337
H -4.3858 1.7051 4.2436 1.408 -0.878 -0.066
H -4.5003 -0.2174 2.5496 0.101 0.314 0.199
H -2.5133 -1.2279 1.7140 0.029 0.420 0.489
N -3.8447 -0.9959 -0.1292 0.637 0.483 -0.244
C -4.7915 -1.5910 0.1904 -0.430 -0.404 0.160
H -2.7690 0.4172 -0.6617 0.645 0.398 -0.043
Se -1.8209 5.4453 -0.4210 -0.191 0.129 0.199
Sb -3.4825 5.9958 1.5210 0.597 1.707 0.691
Se -5.0661 7.7110 0.8739 0.108 -0.044 -0.204
Se -2.4688 6.5152 3.7661 -0.097 -0.185 -0.823
Se -4.6265 3.8722 1.7959 -0.277 -1.425 -0.398
N 2.6142 2.7305 0.8383 -0.023 0.056 0.101
C 1.3994 2.9986 1.4728 1.550 -0.087 -1.271
C 0.2349 2.4021 0.9740 0.039 -0.227 -0.143
N -0.9107 2.6542 1.5435 -0.296 1.114 0.920
C -0.8654 3.5210 2.5986 -1.075 -1.065 -0.862
C 0.2740 4.0952 3.0416 0.387 1.358 0.436
N 1.4447 3.8837 2.4361 -0.043 -0.236 0.682
H 2.7358 1.7966 0.4702 0.060 0.162 0.055
H 3.4136 3.1294 1.3163 -0.193 -0.284 -0.044
H 0.2368 1.7490 0.1013 0.148 0.090 0.191
H -1.7834 3.7891 3.0673 -0.648 0.020 0.135
H 0.2015 4.8581 3.8380 0.160 -0.548 -0.499
```
Forces are in eV/Å.